{"formula": "C63H62BaN9O3P2", "method": "the ωB97M-V functional and the def2-TZVPD basis", "species": ["Ba", "N", "C", "C", "C", "C", "C", "C", "P", "C", "C", "C", "C", "C", "C", "C", "C", "C", "C", "C", "C", "H", "H", "H", "H", "H", "H", "H", "H", "H", "H", "H", "H", "H", "H", "H", "H", "O", "C", "O", "C", "C", "C", "C", "C", "C", "N", "C", "C", "C", "C", "C", "C", "N", "H", "H", "H", "H", "H", "H", "H", "H", "H", "H", "C", "C", "C", "C", "C", "C", "P", "C", "C", "C", "C", "C", "C", "C", "C", "C", "C", "C", "C", "C", "C", "C", "C", "H", "H", "H", "H", "H", "H", "H", "H", "H", "H", "H", "H", "H", "H", "H", "H", "C", "N", "C", "C", "N", "N", "C", "C", "H", "H", "H", "H", "H", "H", "H", "H", "H", "H", "H", "H", "H", "C", "N", "C", "C", "C", "N", "C", "O", "N", "H", "H", "H", "H", "H", "H", "H"], "xyz": [[0.466768, -0.211869, 0.142327], [1.052234, 2.748444, 0.010693], [1.616197, 3.510325, -1.034829], [2.603830, 4.448021, -0.734159], [3.158951, 5.227852, -1.731546], [2.725969, 5.107079, -3.046462], [1.758797, 4.166810, -3.347459], [1.218556, 3.333692, -2.366125], [0.034997, 2.019782, -2.779492], [-0.976763, 2.776285, -4.092552], [-1.879636, 3.758027, -3.695472], [-2.653857, 4.418048, -4.634288], [-2.546922, 4.092299, -5.979174], [-1.656902, 3.108181, -6.380437], [-0.867747, 2.457644, -5.443258], [1.017117, 0.827548, -3.767787], [0.364233, -0.339936, -4.158427], [0.979693, -1.257911, -4.993550], [2.270721, -1.023533, -5.444983], [2.938260, 0.124024, -5.041623], [2.318025, 1.042207, -4.207971], [1.315854, 3.079505, 0.931472], [0.037783, 2.711549, -0.037807], [2.910905, 4.582562, 0.294033], [3.914406, 5.957910, -1.473683], [3.135571, 5.738933, -3.820545], [1.407862, 4.065393, -4.368539], [-1.971966, 4.017318, -2.647398], [-3.342614, 5.186553, -4.312664], [-3.155399, 4.603803, -6.711911], [-1.565130, 2.852244, -7.427310], [-0.167893, 1.701559, -5.774949], [-0.646379, -0.533061, -3.819114], [0.448106, -2.150085, -5.297172], [2.751083, -1.725112, -6.113749], [3.944669, 0.318415, -5.391217], [2.854689, 1.929654, -3.903399], [1.108383, -4.299737, 6.868778], [0.695189, -5.082137, 5.850866], [0.781098, -6.274334, 5.933323], [0.165113, -4.398000, 4.621412], [-0.168904, -5.224740, 3.549994], [-0.631180, -4.686046, 2.361959], [-0.757961, -3.304415, 2.244274], [-0.415156, -2.469477, 3.299867], [0.034083, -3.018251, 4.489494], [-1.225214, -2.670288, 1.064364], [-2.282077, -3.105320, 0.514732], [-2.851058, -2.399424, -0.660050], [-3.984499, -2.890232, -1.291586], [-4.525730, -2.155623, -2.339231], [-3.922638, -0.961829, -2.689052], [-2.794006, -0.548346, -1.986977], [-2.253643, -1.253400, -1.001944], [0.974463, -3.367060, 6.666860], [-0.049905, -6.292110, 3.671127], [-0.871949, -5.332403, 1.528933], [-0.485262, -1.394246, 3.194842], [0.275804, -2.322617, 5.284825], [-2.847340, -3.956295, 0.908098], [-4.440347, -3.811930, -0.957435], [-5.409618, -2.503060, -2.855531], [-4.315137, -0.344314, -3.485647], [-2.320224, 0.400991, -2.211186], [-5.946525, -1.139392, 2.426800], [-4.608850, -1.491966, 2.555352], [-3.627280, -0.646562, 2.069015], [-3.951474, 0.564092, 1.458345], [-5.291503, 0.919102, 1.359517], [-6.280238, 0.067283, 1.833015], [-2.488849, 1.556361, 0.972476], [-3.202364, 2.983096, 0.075461], [-2.702109, 4.270512, 0.270846], [-3.252202, 5.354974, -0.395832], [-4.321204, 5.174965, -1.261042], [-4.797992, 3.894357, -1.500202], [-4.227893, 2.807637, -0.855063], [-2.104658, 2.281139, 2.607305], [-3.030167, 3.115523, 3.181190], [-2.842525, 3.629957, 4.473358], [-1.733096, 3.262260, 5.177429], [-0.773832, 2.382402, 4.623977], [0.343250, 1.991152, 5.403536], [1.251578, 1.125630, 4.882694], [1.078977, 0.637506, 3.563658], [0.040855, 0.965174, 2.709140], [-0.922475, 1.871789, 3.304279], [-6.721673, -1.793339, 2.801641], [-4.331398, -2.414446, 3.048074], [-2.583062, -0.914657, 2.187745], [-5.579462, 1.869531, 0.930365], [-7.317929, 0.358438, 1.746463], [-1.913833, 4.438709, 0.993791], [-2.860577, 6.346443, -0.215631], [-4.770762, 6.026676, -1.752795], [-5.616131, 3.737490, -2.189846], [-4.618905, 1.816641, -1.051860], [-3.929432, 3.383321, 2.637856], [-3.578524, 4.294301, 4.904334], [-1.575406, 3.630298, 6.183224], [0.444993, 2.385746, 6.406615], [2.107643, 0.816613, 5.469820], [1.837743, -0.065679, 3.232174], [3.260148, -4.248992, 2.436415], [4.052208, -3.040497, 2.509086], [4.901440, -2.943501, 3.686411], [3.569796, -1.906541, 1.894842], [2.351766, -1.775856, 1.473937], [4.474827, -0.887410, 1.734442], [4.006008, 0.411901, 1.293667], [5.834236, -1.172499, 1.311278], [3.888177, -5.093849, 2.715520], [2.907436, -4.403377, 1.416940], [2.395363, -4.232892, 3.109931], [4.345700, -3.256884, 4.575997], [5.223490, -1.915665, 3.829282], [5.781730, -3.583592, 3.590583], [1.777306, -2.509814, 1.877300], [3.881849, 0.452352, 0.208730], [4.744637, 1.159205, 1.589668], [3.068283, 0.662829, 1.780713], [6.094960, -2.205832, 1.511960], [6.540780, -0.525451, 1.835802], [5.943136, -0.988488, 0.235215], [4.782289, -1.624365, -2.724359], [3.508780, -2.311707, -2.538470], [3.335716, -3.550708, -3.052913], [2.181024, -4.226895, -2.893964], [1.169828, -3.577096, -2.121292], [1.320480, -2.370952, -1.616180], [2.474476, -1.685935, -1.851753], [2.624704, -0.534784, -1.450087], [0.001784, -4.200386, -1.893055], [5.040157, -1.625925, -3.781188], [5.558206, -2.124641, -2.145110], [4.663895, -0.601969, -2.381328], [4.178359, -3.955097, -3.598374], [2.045484, -5.210109, -3.314130], [-0.153953, -5.142824, -2.200280], [-0.673565, -3.750352, -1.297038]], "forces_ev_per_angstrom": [[-0.6, 0.2, 0.1], [-0.1, -0.2, 0.0], [0.1, 0.1, 0.1], [0.0, 0.0, -0.1], [0.0, 0.0, 0.0], [0.0, 0.0, 0.1], [0.0, 0.0, -0.1], [0.0, 0.1, 0.0], [0.0, -0.4, 0.1], [0.1, 0.1, 0.0], [-0.1, 0.0, 0.0], [0.0, 0.0, 0.0], [0.0, 0.0, 0.0], [0.0, 0.0, 0.0], [0.0, -0.1, 0.0], [0.0, 0.1, 0.0], [0.0, 0.0, 0.1], [0.0, -0.1, 0.0], [0.0, 0.0, 0.0], [0.1, 0.0, 0.0], [0.0, 0.0, 0.0], [0.0, -0.1, 0.0], [0.0, 0.1, 0.0], [0.0, 0.0, 0.1], [0.0, 0.0, 0.0], [0.0, 0.0, 0.0], [0.0, 0.0, 0.0], [0.0, 0.0, 0.1], [0.0, 0.0, 0.0], [0.0, 0.0, 0.0], [0.0, 0.0, 0.0], [0.0, 0.0, 0.0], [-0.1, 0.0, 0.0], [0.0, 0.0, 0.0], [0.0, 0.0, 0.0], [0.0, 0.0, 0.0], [0.0, 0.0, 0.0], [0.0, -0.1, -0.1], [0.1, 0.0, 0.0], [0.0, 0.1, 0.0], [0.0, -0.1, 0.1], [0.0, 0.1, 0.0], [0.1, 0.0, 0.1], [-0.1, 0.1, -0.1], [0.1, -0.1, 0.2], [0.0, -0.1, -0.1], [0.1, -0.2, 0.1], [0.0, 0.2, -0.1], [0.0, -0.1, 0.2], [0.1, 0.1, 0.0], [0.0, 0.0, 0.1], [0.0, 0.0, 0.0], [-0.1, -0.1, 0.0], [0.1, 0.0, -0.2], [0.0, 0.0, 0.0], [0.0, 0.0, 0.0], [0.0, 0.0, -0.1], [0.0, 0.1, 0.0], [0.0, 0.0, 0.0], [0.0, 0.0, 0.0], [0.0, 0.0, 0.0], [0.0, 0.0, 0.0], [0.0, 0.0, 0.0], [0.0, 0.0, 0.0], [0.0, -0.1, 0.0], [-0.1, 0.1, 0.0], [0.0, 0.0, 0.1], [0.1, -0.1, 0.0], [0.0, 0.1, 0.0], [0.0, 0.0, 0.0], [0.3, 0.1, -0.1], [-0.1, 0.0, 0.0], [0.0, 0.0, 0.0], [0.0, 0.0, 0.0], [0.0, 0.0, -0.1], [0.1, 0.0, -0.1], [0.0, 0.0, -0.1], [0.0, 0.0, 0.0], [0.0, 0.1, 0.1], [0.0, 0.0, 0.0], [0.0, 0.0, 0.0], [0.0, 0.1, 0.2], [0.0, 0.0, 0.0], [-0.1, 0.0, 0.0], [0.1, 0.0, -0.1], [-0.2, 0.2, 0.4], [0.0, -0.1, -0.2], [0.0, 0.0, 0.0], [0.0, -0.1, 0.0], [0.0, 0.1, 0.0], [0.0, 0.0, 0.0], [0.0, 0.0, 0.0], [0.0, 0.0, 0.0], [0.0, 0.0, 0.0], [0.0, 0.0, 0.0], [0.0, 0.0, 0.0], [0.0, 0.0, 0.0], [0.0, 0.0, 0.0], [0.0, 0.0, 0.0], [0.0, 0.0, 0.1], [0.0, 0.0, 0.0], [0.1, 0.0, 0.0], [0.0, -0.1, 0.0], [0.0, 0.0, 0.0], [0.1, 0.0, -0.1], [0.0, 0.0, 0.1], [0.0, 0.1, -0.1], [0.0, -0.1, 0.0], [0.0, -0.1, 0.0], [0.0, 0.1, 0.0], [0.1, 0.0, 0.0], [0.0, 0.0, 0.0], [0.0, 0.0, 0.0], [0.0, 0.0, 0.0], [0.0, 0.0, 0.0], [0.0, 0.0, 0.0], [0.0, 0.0, 0.0], [0.0, -0.1, 0.0], [0.0, 0.0, 0.0], [0.0, 0.0, 0.0], [0.0, 0.0, 0.0], [0.0, 0.0, 0.0], [0.0, 0.0, 0.0], [0.0, 0.0, 0.0], [0.0, 0.0, 0.0], [0.0, -0.1, 0.0], [0.0, 0.0, 0.0], [0.0, 0.0, 0.0], [-0.1, -0.2, -0.1], [0.3, 0.0, -0.3], [0.0, -0.1, 0.1], [0.1, 0.2, 0.0], [0.0, -0.1, 0.0], [0.1, 0.0, 0.0], [0.0, 0.0, 0.0], [0.0, 0.0, 0.0], [0.0, 0.0, 0.0], [0.0, 0.0, 0.0], [0.0, 0.0, 0.0], [0.0, 0.0, 0.0]], "orbital_gap_ev": 6.0, "charge": 1, "total_energy_ha": -3864.63685, "e_above_lowest_ev": 0.000}